Entry 1:
Below is a structure of composition C32H26Br2F5IrN2O2S2 in a non-equilibrium geometry, with properties calculated with ωB97M-V/def2-TZVPD.

Geometry as XYZ:
```
72
Properties=species:S:1:pos:R:3:forces:R:3
Ir -1.162 1.292 0.111 0.0427 -1.5330 1.4314
Br -6.106 1.626 -0.336 -0.0076 -0.0375 -0.0358
C -5.050 0.080 -0.415 -0.1928 0.0814 -0.0165
C -5.660 -1.177 -0.606 -0.0004 0.0817 0.0078
C -4.912 -2.316 -0.689 -0.0111 -0.0203 -0.0337
Br -5.761 -3.959 -1.045 -0.0086 -0.0218 0.0357
C -3.506 -2.263 -0.517 0.0038 -0.0168 0.1289
C -2.626 -3.362 -0.544 -0.0625 -0.0312 -0.1004
C -1.288 -3.172 -0.323 0.0976 0.0435 0.0943
C -0.806 -1.882 -0.074 -0.1571 -0.1063 0.1543
N -1.601 -0.827 -0.045 0.3309 0.0078 -0.7435
C -2.937 -0.999 -0.280 0.2946 -0.0523 0.0202
C -3.689 0.186 -0.289 0.0119 0.1240 -0.1897
O -3.058 1.357 -0.158 -0.7575 0.4275 -0.3561
H -6.736 -1.226 -0.698 0.0121 0.0217 -0.0466
H -3.015 -4.348 -0.758 -0.0133 -0.0018 0.0590
H -0.593 -3.999 -0.330 0.0000 0.0139 -0.0406
H 0.244 -1.719 0.122 0.0491 0.0316 -0.0780
F 3.432 5.826 2.973 0.1119 0.0400 0.0307
C 2.335 5.215 2.564 -0.0248 0.0151 -0.0187
C 1.651 4.370 3.420 -0.0113 0.0049 0.0088
F 2.101 4.167 4.655 0.0202 -0.0202 0.0553
C 0.499 3.750 2.984 0.0004 -0.0182 -0.1032
F -0.151 2.971 3.851 -0.0943 0.0676 0.0659
C 0.002 3.919 1.698 0.0142 0.0285 0.0377
S -1.540 3.197 1.225 0.2611 0.6527 0.0546
C 0.707 4.786 0.865 -0.0313 -0.0863 0.1074
F 0.276 5.037 -0.365 -0.0747 -0.0033 -0.1124
C 1.858 5.427 1.282 0.0291 -0.0230 0.0077
F 2.504 6.249 0.464 0.0238 0.0206 -0.0329
C 4.320 -4.614 1.829 -0.0436 0.0190 0.0082
C 3.250 -3.578 2.035 0.0360 -0.0057 0.0548
C 2.015 -3.936 2.576 0.0219 -0.0167 -0.0097
C 1.037 -2.983 2.813 -0.0228 0.0251 0.0202
C 1.305 -1.655 2.513 0.0303 -0.0916 -0.0419
C 2.525 -1.268 1.978 0.0244 -0.0024 0.0148
C 3.487 -2.236 1.739 -0.0062 0.0056 0.0038
S 0.032 -0.451 2.779 -0.0097 0.1175 -0.2874
C 0.612 0.209 4.325 0.0059 0.0566 0.1154
O 0.309 0.654 1.747 0.3176 0.2784 -0.1539
H 3.893 -5.574 1.544 0.0056 0.0091 -0.0102
H 4.871 -4.765 2.760 0.0111 -0.0033 -0.0162
H 5.034 -4.307 1.067 -0.0137 0.0003 0.0007
H 1.819 -4.975 2.811 -0.0052 0.0223 0.0051
H 0.079 -3.270 3.234 0.0081 -0.0070 -0.0653
H 2.716 -0.225 1.752 -0.0308 -0.0252 -0.0564
H 4.443 -1.943 1.321 -0.0077 -0.0138 0.0055
H 1.619 0.600 4.187 -0.0086 0.0011 0.0128
H 0.608 -0.618 5.036 0.0336 -0.0031 -0.0216
H -0.071 0.989 4.647 0.0124 -0.0840 0.0024
C -1.093 -1.169 -3.332 0.0764 0.1905 -0.2647
N 0.327 -1.115 -3.069 0.0494 -0.5732 0.4849
C 1.152 -1.634 -4.135 -0.0604 0.1810 -0.1110
C 0.855 -0.055 -2.237 -0.1858 0.1555 -0.1952
C 0.285 1.312 -2.524 0.2588 0.2128 -0.0289
C 0.636 1.933 -3.721 0.0093 -0.0976 0.0245
C 0.112 3.160 -4.087 0.0306 -0.0408 -0.0516
C -0.790 3.800 -3.248 -0.1526 0.0377 0.0866
C -1.145 3.223 -2.045 -0.1407 -0.0167 -0.4417
C -0.603 1.984 -1.662 -0.2382 -0.0106 0.1464
H -1.436 -2.208 -3.359 0.0055 0.0234 0.0069
H -1.363 -0.706 -4.293 -0.0056 0.0199 0.0204
H -1.645 -0.639 -2.561 -0.0372 0.0094 0.0362
H 0.800 -2.630 -4.414 0.0209 -0.0005 0.0250
H 2.186 -1.723 -3.803 0.0037 -0.0105 -0.0048
H 1.130 -1.017 -5.047 0.0059 0.0014 0.0103
H 1.937 -0.043 -2.376 0.0117 0.0804 0.0515
H 0.672 -0.255 -1.182 0.1407 -0.1498 0.1546
H 1.343 1.432 -4.373 -0.0364 -0.0072 -0.0078
H 0.403 3.613 -5.025 0.0063 0.0075 0.0172
H -1.225 4.749 -3.531 0.0428 0.0060 0.0145
H -1.853 3.728 -1.411 -0.0196 0.0093 0.0544
```
Forces are in eV/Å.

Computed properties:
F_max: 2.10 eV/A
E_LUMO (alpha / beta): -0.1416 / -0.1957 hartree
Expectation value of S²: 0.77
Energy relative to the best compared isomer or geometry (same formula, charge and spin): 75.2 kcal/mol
Spin multiplicity: 2
Charge: +1

Entry 2:
Below is a structure of composition C32H26BrClNO5PTi in a non-equilibrium geometry, with properties calculated with ωB97M-V/def2-TZVPD.

Geometry as XYZ:
```
68
Properties=species:S:1:pos:R:3:forces:R:3
Ti -0.598 -0.822 -1.487 1.5179 -1.3577 3.9269
C 6.330 -0.273 0.118 0.0136 0.0932 -0.0039
C 5.920 0.703 -0.775 0.1499 -0.0203 0.0139
C 4.612 0.740 -1.232 -0.2529 -0.1013 -0.0445
C 3.709 -0.208 -0.770 -0.1201 -0.5007 -0.2405
C 4.121 -1.195 0.125 -0.0039 0.0468 -0.1136
C 5.426 -1.220 0.575 -0.0143 -0.0618 -0.0161
P 1.952 -0.308 -1.267 0.5166 1.1694 0.9757
C 1.640 1.241 -2.183 0.1994 -0.2453 -0.1411
C 1.580 2.512 -1.616 -0.0456 -0.0593 -0.1442
C 1.431 3.616 -2.440 0.0076 0.0371 0.1597
C 1.330 3.461 -3.815 0.0233 -0.0368 -0.0620
C 1.363 2.196 -4.381 0.0397 0.1114 -0.0616
C 1.521 1.088 -3.569 0.1796 0.0333 0.1208
C 1.188 -0.058 0.399 0.2403 0.0374 0.3789
C 1.734 0.677 1.451 0.0172 -0.0901 -0.2322
C 1.041 0.737 2.645 0.3075 0.2464 0.1511
C -0.161 0.072 2.799 -0.4787 -0.3787 -0.1061
C -0.710 -0.673 1.757 0.5773 0.5132 0.9079
C -0.018 -0.725 0.565 -0.4948 -0.2935 -1.1149
H 7.355 -0.302 0.453 0.0922 0.0259 0.0478
H 6.629 1.436 -1.127 0.0756 0.0979 -0.0580
H 4.303 1.489 -1.948 -0.0239 0.0405 0.0214
H 3.408 -1.939 0.463 0.0405 0.0023 0.0853
H 5.741 -1.983 1.269 0.0577 -0.0995 0.0888
H 1.633 2.635 -0.544 0.0367 -0.0070 0.0701
H 1.405 4.603 -2.004 -0.0251 0.0964 0.0172
H 1.242 4.333 -4.447 -0.0730 0.0567 -0.0384
H 1.277 2.075 -5.452 0.0083 -0.0016 -0.0410
H 1.573 0.096 -4.002 -0.0724 0.0876 -0.0056
H 2.678 1.189 1.324 0.1258 0.0558 0.1150
H 1.445 1.310 3.466 0.0626 0.0758 0.1105
H -0.707 0.145 3.727 0.1565 -0.0596 0.2520
H -1.653 -1.180 1.918 -0.0759 -0.0977 -0.1074
C -5.297 0.378 1.451 -0.0218 0.0669 0.0213
C -4.272 0.841 2.438 -0.7249 -1.3979 0.4341
C -4.219 0.210 3.671 -0.4517 -0.0303 -1.0572
C -3.351 0.630 4.666 0.0131 -0.4731 0.9475
Cl -3.310 -0.203 6.170 -0.0026 0.4232 -0.7341
C -2.533 1.738 4.458 0.3649 1.0744 -0.7036
C -2.572 2.378 3.239 0.6138 0.3545 1.4610
C -3.406 1.930 2.210 0.1387 1.2833 -1.8129
O -3.388 2.681 1.069 0.1903 -0.9797 2.4187
C -3.178 2.075 -0.179 0.0247 -0.5123 -1.3710
C -1.719 1.593 -0.335 0.8722 0.4812 0.8329
O -0.818 2.042 0.333 -0.8847 0.5102 0.0440
O -1.565 0.675 -1.233 -1.9284 2.2902 -0.2451
H -6.129 -0.079 1.980 -0.0464 -0.0346 0.0088
H -4.886 -0.378 0.777 0.0037 0.1038 -0.0567
H -5.680 1.216 0.875 -0.0470 -0.0162 -0.1639
H -4.891 -0.611 3.871 -0.0678 -0.0911 0.0005
H -1.886 2.082 5.249 0.1353 0.0352 0.0138
H -1.941 3.230 3.042 0.0789 0.0483 -0.0538
H -3.330 2.865 -0.919 -0.0992 -0.1540 0.0796
H -3.856 1.242 -0.398 0.1192 0.2315 0.1465
Br -2.859 -2.446 -0.407 -0.0835 -0.3109 0.1357
C -1.448 -3.596 -0.983 0.4780 -0.2962 0.1693
C -1.706 -4.905 -1.346 -0.0891 0.1923 0.0950
C -0.647 -5.640 -1.865 0.0472 0.3619 0.0967
C 0.600 -5.041 -1.963 -0.0979 0.0334 0.1238
C 0.757 -3.735 -1.524 0.2153 -0.2311 0.0442
N -0.255 -3.017 -1.036 -0.7099 -0.5479 -0.5932
H -2.701 -5.312 -1.259 -0.0460 -0.0326 -0.0140
H -0.805 -6.655 -2.197 -0.0056 -0.0653 -0.0177
H 1.433 -5.569 -2.396 0.1231 -0.0323 0.0420
H 1.722 -3.236 -1.565 -0.1967 -0.0048 -0.0962
O -1.462 -1.554 -2.808 -2.5454 -1.1720 -1.9190
O -0.136 -1.292 -3.084 1.8647 -0.5239 -3.1890
```
Forces are in eV/Å.

Computed properties:
F_max: 4.42 eV/A
E_LUMO (alpha / beta): -0.1147 / -0.2700 hartree
Expectation value of S²: 0.77
Energy relative to the best compared isomer or geometry (same formula, charge and spin): 116.8 kcal/mol
Spin multiplicity: 2
Charge: +1

Entry 3:
Below is a structure of composition C32H26BrN5O5PbSe, with properties calculated with ωB97M-V/def2-TZVPD.

Geometry as XYZ:
```
71
Properties=species:S:1:pos:R:3:forces:R:3
Pb -0.561 0.975 0.599 -0.3242 0.0767 0.4054
C 3.548 -1.008 0.053 0.1363 0.0374 0.1557
O 3.312 -1.735 1.257 -0.1409 -0.2091 -0.1643
C 2.716 -1.188 2.338 -0.0339 0.4230 -0.1122
C 2.926 -1.834 3.518 -0.0160 -0.0045 0.3501
C 2.378 -1.369 4.739 0.1945 -0.2632 -0.0331
C 1.633 -0.238 4.773 -0.0822 0.1418 -0.1685
C 1.346 0.460 3.566 0.1906 -0.1882 0.0426
C 0.510 1.578 3.660 -0.1625 0.2669 -0.3796
N -0.023 2.218 2.621 0.1694 -0.2133 0.7982
N -0.846 3.198 2.931 0.0227 0.1662 -0.6094
C -1.394 3.711 1.788 -0.3336 0.0272 0.3463
O -1.287 3.169 0.663 0.2330 0.1858 -0.1439
C -2.225 4.921 1.930 0.0332 -0.0225 -0.0395
C -2.707 5.336 3.169 0.0492 0.0400 -0.0155
C -3.493 6.474 3.250 0.0088 -0.0252 -0.0197
C -3.792 7.197 2.103 0.0018 -0.0045 0.0009
C -3.310 6.784 0.867 -0.0001 -0.0189 0.0317
C -2.533 5.642 0.778 -0.0601 0.0409 0.0063
C 1.881 -0.002 2.303 0.1030 -0.0332 0.1408
O 1.643 0.628 1.216 0.0543 -0.2228 -0.0206
H 4.253 -1.624 -0.501 0.0440 0.0155 -0.0424
H 2.638 -0.882 -0.520 0.0218 -0.0484 -0.0022
H 3.995 -0.036 0.262 -0.0077 0.0108 -0.0235
H 3.549 -2.719 3.497 -0.0137 0.0060 0.0284
H 2.576 -1.916 5.652 0.0181 -0.0151 -0.0459
H 1.220 0.130 5.704 -0.0079 0.0289 -0.0308
H 0.294 1.983 4.646 -0.1155 -0.0295 0.0219
H -2.473 4.756 4.051 -0.0048 0.0041 -0.0081
H -3.882 6.792 4.208 0.0011 0.0012 -0.0040
H -4.408 8.085 2.170 0.0090 -0.0066 0.0079
H -3.545 7.349 -0.026 -0.0027 -0.0038 0.0087
H -2.160 5.295 -0.176 -0.0036 0.0023 0.0143
O -0.530 2.585 -3.688 0.0386 -0.1016 0.1688
C 0.553 1.920 -4.146 -0.0820 -0.0553 0.0619
C 0.931 2.182 -5.464 0.0701 -0.0391 -0.0582
C 2.015 1.542 -6.031 -0.0019 0.0030 0.0050
C 2.759 0.627 -5.292 -0.0773 0.0452 0.0239
C 2.388 0.376 -3.983 0.0462 0.0046 0.0154
C 1.290 1.000 -3.388 0.0804 0.0798 -0.0419
C 0.992 0.641 -1.943 -0.3371 -0.0634 -0.2801
O -0.032 1.400 -1.383 0.3327 0.2296 -0.5052
N 0.666 -0.793 -1.923 0.1861 0.0385 0.1067
N 0.228 -1.282 -0.754 0.0091 0.0067 -0.1150
C -0.165 -2.492 -0.682 -0.1029 -0.2406 0.2250
C -0.610 -3.115 0.567 0.0654 0.3465 -0.2338
Br -0.731 -1.994 2.094 -0.0414 -0.0257 0.1541
C -0.965 -4.388 0.725 -0.0062 -0.3183 -0.2131
C -0.852 -5.446 -0.305 -0.0345 0.0931 0.1281
C -1.908 -6.341 -0.474 -0.0276 -0.0210 -0.0414
C -1.834 -7.348 -1.423 0.0155 0.0223 0.0059
C -0.695 -7.485 -2.206 -0.0105 0.0007 0.0110
C 0.374 -6.619 -2.024 -0.0255 0.0160 0.0288
C 0.298 -5.609 -1.077 0.0456 -0.0197 -0.0086
H -0.658 2.333 -2.751 0.0328 0.0185 -0.0161
H 0.343 2.898 -6.024 0.0088 -0.0142 0.0192
H 2.288 1.762 -7.056 -0.0072 -0.0031 0.0129
H 3.614 0.127 -5.727 -0.0056 0.0053 0.0099
H 2.969 -0.322 -3.388 -0.0167 0.0122 -0.0004
H 1.903 0.770 -1.354 0.0761 0.0373 0.0669
H 0.410 -1.248 -2.789 -0.1338 0.0184 0.0030
H -0.179 -3.126 -1.567 -0.0139 -0.0366 -0.0028
H -1.387 -4.685 1.678 0.0305 -0.0245 0.0028
H -2.798 -6.237 0.137 0.0159 -0.0020 -0.0082
H -2.666 -8.027 -1.552 0.0061 0.0026 0.0011
H -0.634 -8.274 -2.943 -0.0057 0.0002 0.0003
H 1.275 -6.737 -2.612 -0.0030 -0.0008 0.0020
H 1.151 -4.962 -0.910 -0.0153 0.0058 0.0006
Se -3.172 0.364 -0.148 -0.2060 -0.1038 -0.0283
C -3.953 1.565 0.998 0.0764 -0.0373 0.0452
N -4.456 2.312 1.720 0.0362 -0.0457 -0.0411
```
Forces are in eV/Å.

Computed properties:
F_max: 0.84 eV/A
E_LUMO (alpha / beta): -0.0893 / -0.0960 hartree
Energy relative to the best compared isomer or geometry (same formula, charge and spin): 29.2 kcal/mol